No. 1
Here is a molecular structure, C39H39As2Cl2IrO2S3 from the OMol25 dataset. Energies are from ωB97M-V/def2-TZVPD.

ORCA input file:
```
! wB97M-V def2-TZVPD RIJCOSX def2/J DEFGRID3
* xyz 3 2
Ir -1.732 0.677 1.715
As 2.320 -1.890 -3.105
As 1.380 0.607 -0.611
Cl -3.175 7.281 -1.331
Cl 0.129 5.396 2.395
S -2.459 -1.458 2.085
S -3.549 1.419 2.964
S -5.876 -0.637 1.097
O -2.570 1.147 -0.208
O -0.909 2.609 1.471
C 3.557 -3.394 -5.158
C 3.687 1.671 0.833
C 0.759 2.340 3.207
C 0.250 -0.201 2.072
C 3.432 0.582 -4.041
C -1.390 3.739 0.840
C -2.314 3.549 -0.216
C 4.729 2.558 1.049
C 2.509 -5.841 -4.296
C 2.416 -1.066 -0.319
C -5.025 1.945 2.041
C 2.187 -4.691 -3.606
C 0.540 2.262 1.738
C 4.445 1.516 -4.209
C -1.572 6.113 0.484
C 0.560 0.809 1.183
C -0.385 0.202 3.313
C 3.869 -4.555 -5.837
C 2.737 -3.468 -4.022
C -3.464 -1.340 3.600
C -4.195 -0.034 3.871
C -1.011 5.032 1.163
C 5.696 1.289 -3.656
C 3.347 -5.772 -5.408
C 2.048 -2.256 -1.196
C 3.695 -0.580 -3.325
C 4.932 3.617 0.170
C -5.604 1.142 0.880
C 2.840 1.842 -0.265
C -4.567 -1.345 0.074
C 5.953 0.125 -2.941
C 4.095 3.790 -0.920
C -3.534 -2.171 0.806
C -2.724 2.255 -0.717
C 3.045 2.903 -1.138
C 4.954 -0.821 -2.774
C 0.210 1.394 3.965
C -2.854 4.645 -0.892
C -2.497 5.932 -0.528
H 3.957 -2.444 -5.487
H -6.585 1.572 0.673
H 3.448 -0.769 -0.503
H -5.051 -2.025 -0.630
H 3.535 0.846 1.521
H 1.294 3.177 3.621
H 5.167 -1.739 -2.238
H -4.157 -2.181 3.578
H 0.337 -1.245 1.796
H 0.242 1.434 5.045
H 2.695 -3.111 -0.981
H -3.996 -3.011 1.331
H -1.269 7.113 0.767
H 1.155 2.940 1.153
H 1.527 -4.742 -2.749
H -4.099 -0.560 -0.509
H -3.259 2.283 -1.675
H -5.244 -0.119 3.606
H -5.766 2.075 2.833
H -3.550 4.489 -1.707
H 2.111 -6.795 -3.979
H 1.015 -2.582 -1.073
H 2.363 -1.355 0.732
H -5.015 1.270 -0.027
H -4.118 0.223 4.927
H -2.739 -1.546 4.386
H 4.259 2.415 -4.781
H -0.657 -0.601 3.988
H 6.485 2.017 -3.793
H 6.936 -0.053 -2.526
H 4.514 -4.517 -6.703
H -2.824 -2.597 0.096
H 5.749 4.306 0.339
H 3.591 -6.677 -5.948
H -4.777 2.954 1.703
H 2.393 3.039 -1.993
H 2.456 0.754 -4.480
H 5.386 2.425 1.899
H 4.257 4.614 -1.602
*
```

Energy relative to the best compared isomer or geometry (same formula, charge and spin)   32.87 kcal/mol
Expectation value of S²   0.762

Atom charges from the Mulliken analysis, given in e for atoms 1 to 8:
1 Ir 1.814
2 As 0.645
3 As 0.206
4 Cl -0.135
5 Cl -0.128
6 S -0.038
7 S 0.014
8 S -0.124

---

No. 2
Here is a molecular structure, C39H39Br2CoN5O3P in a non-equilibrium geometry from the OMol25 dataset. Energies are from ωB97M-V/def2-TZVPD.

ORCA input file:
```
! wB97M-V def2-TZVPD RIJCOSX def2/J DEFGRID3
* xyz 2 1
Br -2.093 5.142 -0.322
Br -6.543 2.889 2.309
Co -0.221 0.640 0.590
P 1.687 1.440 -0.354
O 0.474 1.138 2.380
O 1.719 -4.745 -1.692
O -0.821 2.405 0.443
N 0.318 -1.270 0.758
N 0.928 1.869 -1.805
N -2.010 0.288 1.422
N -0.882 0.541 -1.236
N -0.519 -4.687 -2.062
C -0.367 -5.566 -3.232
C -2.848 3.675 0.578
C 0.751 -1.755 1.930
C 0.600 -4.356 -1.398
C -4.176 3.760 1.043
C -4.588 0.321 2.450
C -2.521 -0.790 1.976
C -2.538 -3.355 -2.627
C 0.196 -2.118 -0.276
C 0.174 -4.842 -4.455
C 2.151 2.954 0.486
C 3.218 0.638 -0.811
C -3.814 -0.807 2.517
C 0.512 -3.458 -0.185
C 3.067 2.851 1.536
C 1.954 5.312 0.881
C 0.970 -3.951 1.032
C -0.912 1.641 -3.356
C -2.737 0.234 -2.704
C -4.777 2.710 1.678
C 1.401 1.069 4.557
C 1.071 -3.089 2.108
C 5.410 0.795 -1.775
C 2.854 5.209 1.932
C -0.300 1.358 -2.131
C -2.754 1.430 1.362
C -2.134 1.083 -3.635
C 5.566 -0.579 -1.620
C -0.730 2.384 3.991
C -4.076 1.491 1.847
C 4.241 1.413 -1.363
C 1.595 4.184 0.158
C -1.869 -4.318 -1.655
C 0.390 1.500 3.550
C 3.375 -0.738 -0.656
C 3.414 3.978 2.259
C -2.085 -0.005 -1.526
C 4.555 -1.345 -1.059
C -2.097 2.536 0.771
H -2.623 1.299 -4.575
H -1.127 2.943 3.146
H -0.446 -3.982 -4.712
H 1.893 1.954 4.966
H 3.528 1.896 1.769
H -4.185 -1.713 2.975
H 6.206 1.386 -2.206
H 1.426 -3.429 3.070
H -3.693 -0.230 -2.897
H -0.115 -1.689 -1.219
H 4.681 -2.413 -0.939
H -1.907 -1.683 1.989
H -4.723 4.681 0.895
H -1.523 1.747 4.397
H -1.831 -3.891 -0.653
H -1.349 -5.992 -3.437
H 1.194 -4.504 -4.279
H -3.504 -3.034 -2.234
H 6.487 -1.051 -1.934
H 4.136 3.907 3.062
H -2.459 -5.234 -1.581
H -5.592 0.326 2.853
H 1.263 -4.990 1.114
H 2.580 -1.336 -0.225
H 3.130 6.092 2.494
H 0.301 -6.381 -2.954
H 2.145 0.405 4.125
H -1.914 -2.475 -2.801
H 0.874 4.261 -0.642
H -0.419 2.300 -4.057
H -2.508 -0.646 -0.767
H 0.894 0.584 5.396
H 1.530 6.273 0.622
H 4.138 2.487 -1.454
H -2.718 -3.831 -3.591
H 0.858 -1.046 2.733
H 0.183 -5.518 -5.309
H -0.418 3.057 4.788
H 1.428 2.364 -2.530
*
```

Atom charges from the Mulliken analysis, given in e for atoms 1 to 8:
1 Br -0.122
2 Br -0.168
3 Co -0.068
4 P 2.097
5 O -0.320
6 O -0.630
7 O 0.410
8 N 1.691

---

No. 3
Here is a molecular structure, C39H39BrMnN4O3S5 from the OMol25 dataset. Energies are from ωB97M-V/def2-TZVPD.

ORCA input file:
```
! wB97M-V def2-TZVPD RIJCOSX def2/J DEFGRID3
* xyz 1 5
Br -7.493 0.454 1.161
Mn -0.307 -0.733 -1.054
S 0.958 4.369 -2.591
S -0.200 1.889 1.944
S 2.172 -1.204 -0.470
S -2.283 2.994 -2.291
S -0.001 -3.686 -0.230
O -0.372 1.038 -1.008
O -0.589 -2.690 -1.243
O -0.609 -0.986 0.812
N -2.426 -0.660 -1.975
N 0.011 -0.729 -3.154
N 1.308 -0.796 2.118
N 3.403 -0.139 1.619
C -5.926 0.088 0.175
C -0.806 -1.251 3.122
C -2.147 -1.597 2.972
C -6.023 -0.576 -1.038
C 4.567 0.079 0.757
C -3.634 -0.447 -1.269
C 1.055 2.375 2.999
C -3.360 4.204 -1.740
C -1.084 -0.631 -3.925
C 0.240 -0.616 -5.911
C -0.266 -1.125 4.400
C 5.521 -1.107 0.734
C 2.918 2.870 -3.223
C 0.033 -1.000 1.915
C -1.319 -4.877 -0.085
C -4.873 -0.841 -1.764
C -1.238 3.213 -0.938
C -1.008 -0.570 -5.304
C 2.070 2.979 2.326
C -3.546 0.195 -0.039
C -4.694 0.477 0.681
C 2.133 2.131 -2.298
C -2.938 4.756 -0.573
C -1.717 4.185 -0.112
C 1.364 -0.717 -5.113
C 0.639 2.488 0.563
C 1.830 3.043 0.923
C 3.531 0.256 3.033
C -1.061 -1.343 5.513
C 1.205 -0.768 -3.736
C 3.784 -0.922 3.963
C 1.032 2.812 -1.872
C -2.938 -1.821 4.087
C 0.022 2.370 -0.819
C 2.264 -0.674 1.177
C -2.380 -0.535 -3.232
C 2.399 4.106 -3.468
C 1.148 -4.652 -1.191
C -2.396 -1.692 5.359
H 4.214 0.300 -0.247
H 4.363 0.957 3.081
H -2.578 0.498 0.338
H -2.140 -4.380 0.428
H 4.713 -1.434 3.714
H 0.664 -4.975 -2.111
H -4.245 4.443 -2.307
H 0.328 -0.566 -6.987
H -6.988 -0.890 -1.409
H -3.254 -0.291 -3.837
H 2.514 3.482 0.211
H 3.863 -0.566 4.991
H 5.002 -2.006 0.402
H -4.948 -1.385 -2.698
H 2.064 -0.826 -3.079
H 2.002 -4.010 -1.394
H -4.631 0.994 1.628
H 3.827 2.505 -3.680
H -1.914 -0.478 -5.887
H -3.980 -2.089 3.965
H -3.015 -1.861 6.231
H 0.773 -0.847 4.505
H 2.958 3.366 2.805
H 1.461 -5.506 -0.590
H -2.567 -1.679 1.978
H 2.964 -1.637 3.907
H 2.629 0.791 3.322
H 5.948 -1.293 1.720
H 2.357 -0.744 -5.537
H -1.626 -5.202 -1.077
H -3.469 5.541 -0.056
H 2.380 1.147 -1.931
H 2.782 4.870 -4.125
H 6.342 -0.909 0.045
H -0.639 -1.239 6.505
H 0.975 2.187 4.058
H -1.211 4.497 0.788
H -0.965 -5.715 0.514
H 5.073 0.969 1.129
*
```

Energy relative to the best compared isomer or geometry (same formula, charge and spin)   0.00 kcal/mol
Expectation value of S²   6.032

Atom charges from the Mulliken analysis, given in e for atoms 1 to 8:
1 Br -0.167
2 Mn 0.915
3 S -0.125
4 S 0.126
5 S -0.634
6 S -0.056
7 S 0.858
8 O -0.325

---

No. 4
Here is a molecular structure, C39H39Cl2MoN3O3SSi in a non-equilibrium geometry from the OMol25 dataset. Energies are from ωB97M-V/def2-TZVPD.

ORCA input file:
```
! wB97M-V def2-TZVPD RIJCOSX def2/J DEFGRID3
* xyz 0 3
Mo 0.661 -0.282 -1.859
Cl 1.462 -2.278 -3.329
Cl 5.974 -1.552 -0.493
S 2.986 -0.754 -1.043
Si -1.484 -1.671 -1.928
O 0.621 -1.796 0.535
O 1.846 1.448 -2.305
O 0.891 1.490 5.431
N 0.722 5.860 0.808
N -0.132 1.242 -0.695
N 0.422 5.850 2.015
C -3.037 -3.673 1.414
C 1.917 4.811 -0.960
C 0.084 1.409 6.590
C 5.678 -3.432 -2.390
C -1.683 2.190 0.860
C -4.007 -2.811 1.906
C -3.667 -1.912 -3.777
C 1.590 2.516 -1.635
C 3.093 -2.727 -2.963
C -2.526 -2.118 -0.382
C 1.110 -3.135 0.497
C -0.357 4.588 3.899
C 0.717 2.562 4.618
C -1.026 3.400 0.869
C 0.148 3.542 0.109
C 3.746 -2.016 -1.957
C -4.683 -1.467 -4.608
C -2.854 -1.017 -3.080
C 1.620 2.684 3.561
C -3.109 0.347 -3.236
C 2.262 3.737 -1.763
C 0.511 4.692 2.817
C -4.262 -1.619 1.244
C 0.164 0.334 -3.901
C 4.979 -4.125 -3.367
C -2.315 -3.328 0.282
C -1.198 1.135 0.101
C 1.514 3.724 2.666
C 1.115 -0.122 2.236
C -4.122 0.801 -4.068
C -3.530 -1.282 0.113
C 5.075 -2.395 -1.702
C 3.676 -3.767 -3.663
C 0.262 -1.316 1.831
C 0.938 4.729 0.029
C -0.278 3.520 4.779
C -4.910 -0.106 -4.760
C 0.516 2.450 -0.704
C 2.402 -3.357 1.269
H 2.401 1.941 3.459
H 6.700 -3.697 -2.156
H 2.266 -3.166 2.334
H -4.293 1.865 -4.182
H -0.313 1.317 -3.888
H -5.035 -0.952 1.607
H -2.846 -4.615 1.915
H -0.990 3.447 5.589
H 0.380 -2.118 2.563
H 1.266 -3.348 -0.562
H 0.444 0.551 7.151
H 1.258 0.545 1.388
H -1.315 -3.069 -2.472
H -4.580 -3.079 2.785
H 3.114 -4.286 -4.427
H -5.697 0.245 -5.416
H 0.181 2.307 7.206
H 3.059 3.813 -2.491
H 0.637 0.438 3.041
H -0.801 -1.060 1.804
H -0.498 -0.355 -4.430
H -1.120 5.347 4.026
H 1.088 0.431 -4.474
H -0.968 1.256 6.336
H 3.193 -2.706 0.902
H -3.768 -0.362 -0.414
H 2.710 -4.397 1.146
H 2.103 -0.447 2.566
H -2.499 1.070 -2.700
H -1.426 4.233 1.428
H -1.686 0.173 0.135
H -1.584 -4.023 -0.117
H -5.297 -2.184 -5.140
H 2.456 5.747 -1.042
H 0.333 -3.808 0.875
H -2.583 2.046 1.441
H -3.496 -2.977 -3.659
H 2.229 3.816 1.858
H 5.450 -4.940 -3.898
*
```

Energy relative to the best compared isomer or geometry (same formula, charge and spin)   22.17 kcal/mol
Expectation value of S²   2.043

Atom charges from the Mulliken analysis, given in e for atoms 1 to 8:
1 Mo 0.099
2 Cl -0.115
3 Cl -0.190
4 S -0.149
5 Si 1.163
6 O 1.283
7 O -0.755
8 O -0.415

---

E? In order: -8349.85622, -8880.84701, -7670.12336, -3575.69943 a.u..